Record 1
One molecule with the formula C4H7N at a distorted geometry, computed with ωB97M-V with the def2-TZVPD basis set.

Each atom is followed by the atoms it is bonded to, with distances in Å.
Atoms and positions in Å:
1 N 1.6726 0.0890 -0.7178  C2 1.255, C11 1.450
2 C 1.6228 -0.0793 0.5251  N1 1.255, H8 1.094, C11 1.503
3 H -0.6175 -1.6394 0.9031  C7 1.174
4 H -1.1097 1.3652 0.8388  C5 1.150
5 C -0.4844 1.2886 -0.1234  H4 1.150, H6 1.187, H9 1.113, C11 1.550
6 H -1.3058 1.0531 -0.9475  C5 1.187
7 C -0.5110 -1.2829 -0.2106  H3 1.174, H10 1.113, C11 1.498, H12 1.117
8 H 2.1864 0.0166 1.4575  C2 1.094
9 H 0.0631 2.2576 -0.1249  C5 1.113
10 H -0.2443 -2.0006 -1.0186  C7 1.113
11 C 0.3170 -0.0352 -0.2181  N1 1.450, C2 1.503, C5 1.550, C7 1.498
12 H -1.5891 -1.0329 -0.3636  C7 1.117

energy above the lowest of the compared OMol25 structures with the same formula, charge and spin = 2.884 eV
strongest force on any atom = 3.7 eV/Å
HOMO energy = -0.336 hartree
lowest unoccupied orbital energy = 1.06 eV
energy = -5748.53286 eV
multiplicity = 1
HOMO-LUMO gap = 10.19 eV
structure (SMILES) = CC1(C)C=N1

---

Record 2
A 12-piece molecular cluster, C9H40BF4O11 overall at a distorted geometry, computed with ωB97M-V with the def2-TZVPD basis set.

Each atom is followed by the atoms it is bonded to, with distances in Å.
Atoms and positions in Å:
1 H 16.2269 -4.9169 26.2636  C36 1.090
2 O 6.6348 2.2459 22.6954  C13 1.424, H44 0.960
3 H 13.3618 5.9914 19.7280  C26 1.090
4 C 14.3036 -8.2360 19.9184  H30 1.090, O39 1.447, H41 1.090, H49 1.090
5 H 17.9210 -3.0462 25.6899  O7 0.960
6 H 9.0744 1.9569 14.3934  C32 1.090
7 O 16.9670 -2.9664 25.6184  H5 0.960, C36 1.462
8 H 14.5285 4.4418 20.7335  O50 0.960
9 B 11.8216 -0.3272 20.4352  F16 1.364, F31 1.339, F47 1.370, F54 1.386
10 H 11.2128 -4.9933 15.8878  C35 1.090
11 H 12.5875 -2.7636 15.8535  O64 0.960
12 C 16.8052 2.2193 14.3658  H20 1.090, H34 1.090, H60 1.090, O63 1.416
13 C 5.2415 1.9733 22.5829  O2 1.424, H24 1.090, H51 1.090, H53 1.090
14 C 8.0137 -4.6471 22.8534  O17 1.422, H22 1.090, H43 1.090, H55 1.090
15 H 16.5306 0.4619 21.1289  O58 0.957
16 F 12.4123 -0.1609 19.2176  B9 1.364
17 O 7.7020 -5.7685 23.6694  C14 1.422, H46 0.960
18 H 5.8115 0.1839 17.4907  C56 1.090
19 H 14.3422 0.0521 26.2875  O29 0.957
20 H 17.4188 1.5798 15.0003  C12 1.090
21 H 9.9620 2.4307 12.9917  C32 1.090
22 H 8.4112 -4.9677 21.8905  C14 1.090
23 H 17.4498 -0.4577 21.9044  O58 0.957
24 H 4.9367 2.4196 21.6362  C13 1.090
25 H 6.1586 -1.5409 17.0890  C56 1.090
26 C 14.3845 5.7551 19.4338  H3 1.090, H40 1.090, H48 1.090, O50 1.361
27 H 4.6107 -1.1201 17.6115  C56 1.090
28 H 12.9095 0.2000 25.8211  O29 0.957
29 O 13.5489 0.5683 26.4308  H19 0.957, H28 0.957
30 H 14.6005 -8.6879 18.9719  C4 1.090
31 F 10.5122 -0.5084 20.2199  B9 1.339
32 C 9.7406 1.5698 13.6225  H6 1.090, H21 1.090, H45 1.090, O57 1.429
33 O 5.0231 -0.3228 15.7025  H38 0.960, C56 1.440
34 H 16.7296 3.2099 14.8142  C12 1.090
35 C 11.1363 -4.0008 15.4437  H10 1.090, H61 1.090, H62 1.090, O64 1.411
36 C 16.5765 -4.3576 25.3958  H1 1.090, O7 1.462, H37 1.090, H65 1.090
37 H 17.3478 -4.9075 24.8565  C36 1.090
38 H 5.8229 -0.4926 15.1993  O33 0.960
39 O 14.9319 -8.7702 21.1076  C4 1.447, H59 0.960
40 H 14.2371 5.2910 18.4586  C26 1.090
41 H 14.6622 -7.2144 19.7928  C4 1.090
42 H 18.1625 2.7941 13.1038  O63 0.960
43 H 8.6945 -3.9934 23.3986  C14 1.090
44 H 7.1349 1.6139 22.1738  O2 0.960
45 H 10.6961 1.1894 13.9837  C32 1.090
46 H 8.4998 -6.2647 23.8666  O17 0.960
47 F 12.4378 -1.4266 20.9725  B9 1.370
48 H 14.8367 6.7360 19.2871  C26 1.090
49 H 13.2216 -8.1101 19.9572  C4 1.090
50 O 15.0613 5.1974 20.4749  H8 0.960, C26 1.361
51 H 5.1838 0.8901 22.4762  C13 1.090
52 H 9.6896 0.2137 12.2468  O57 0.960
53 H 4.5996 2.4220 23.3410  C13 1.090
54 F 12.0173 0.8334 21.1671  B9 1.386
55 H 7.1126 -4.0907 22.5953  C14 1.090
56 C 5.4378 -0.7260 17.0211  H18 1.090, H25 1.090, H27 1.090, O33 1.440
57 O 9.0313 0.6444 12.7971  C32 1.429, H52 0.960
58 O 17.4529 0.2314 21.2400  H15 0.957, H23 0.957
59 H 15.8585 -8.5412 21.0049  O39 0.960
60 H 15.8445 1.7162 14.2563  C12 1.090
61 H 10.5085 -4.2061 14.5765  C35 1.090
62 H 10.4802 -3.3791 16.0528  C35 1.090
63 O 17.3102 2.3556 13.0500  C12 1.416, H42 0.960
64 O 12.3637 -3.3712 15.1448  H11 0.960, C35 1.411
65 H 15.7668 -4.1871 24.6864  C36 1.090

energy above the lowest of the compared OMol25 structures with the same formula, charge and spin = 0.675 eV
strongest force on any atom = 3.2 eV/Å
net charge = -1
HOMO energy = -0.289 hartree
lowest unoccupied orbital energy = 2.05 eV
energy = -44053.30115 eV
multiplicity = 1
HOMO-LUMO gap = 9.90 eV

---

Record 3
A 8-piece molecular cluster, C4H25NO8S overall at a distorted geometry, computed with ωB97M-V with the def2-TZVPD basis set.

Each atom is followed by the atoms it is bonded to, with distances in Å.
Atoms and positions in Å:
1 C -1.4225 0.4140 -1.9454  O5 1.404, H18 1.075, N26 1.469, H32 1.155
2 H 2.9723 -2.8632 -1.2953  O24 0.959
3 H 2.4703 2.3682 -0.1931  C19 1.169
4 H -0.5931 1.4480 0.4178  C14 1.241
5 O -2.1055 -0.8112 -1.8967  C1 1.404, H9 1.041
6 O -3.9960 1.1707 0.7682  H10 0.954, H12 0.992
7 H 0.1428 2.3880 -1.1848  C14 1.141
8 O 2.8196 0.3592 -3.3894  H16 0.962, H35 0.902
9 H -1.4852 -1.6470 -1.9294  O5 1.041
10 H -3.0756 1.1341 1.0164  O6 0.954
11 C 1.6712 1.3234 1.5925  C19 1.584, H28 1.016, H37 1.061, S38 1.815
12 H -3.8858 1.1192 -0.2160  O6 0.992
13 H -1.5911 -1.0219 2.0560  O31 1.015
14 C 0.2982 1.5364 -0.4413  H4 1.241, H7 1.141, C19 1.549, N26 1.526
15 H -0.2579 -3.4794 -2.2929  O27 0.941
16 H 3.3688 -0.3555 -3.0528  O8 0.962
17 O 0.0405 1.1654 4.2107  H20 1.048, H23 0.888
18 H -2.0338 1.1445 -1.4477  C1 1.075
19 C 1.7749 1.4519 0.0176  H3 1.169, C11 1.584, C14 1.549, H39 1.139
20 H -0.5576 0.4882 3.6801  O17 1.048
21 H 0.2347 -0.4733 -0.9105  N26 0.989
22 H 2.4372 -1.3741 -0.9829  O24 1.056
23 H -0.5272 1.5947 4.7422  O17 0.888
24 O 2.8282 -2.0171 -1.7233  H2 0.959, H22 1.056
25 H -2.0668 -2.3238 0.4810  O34 0.872
26 N -0.0880 0.3601 -1.3335  C1 1.469, C14 1.526, H21 0.989
27 O -0.0003 -2.7098 -1.8173  H15 0.941, H29 0.927
28 H 0.7927 0.9574 1.9468  C11 1.016
29 H 0.9245 -2.6584 -1.8458  O27 0.927
30 H 2.5751 0.1791 3.4648  S38 1.321
31 O -1.6694 -0.2058 2.6540  H13 1.015, H36 0.920
32 H -1.2057 0.8280 -3.0016  C1 1.155
33 H -2.7866 -1.0385 -0.0621  O34 0.923
34 O -2.5913 -1.6397 0.6103  H25 0.872, H33 0.923
35 H 1.9567 0.2704 -3.1423  O8 0.902
36 H -2.5144 0.0795 2.4274  O31 0.920
37 H 1.9305 2.1881 2.1496  C11 1.061
38 S 2.9248 0.1553 2.1908  C11 1.815, H30 1.321
39 H 2.2910 0.4952 -0.3220  C19 1.139

strongest force on any atom = 7.0 eV/Å
net charge = -1
HOMO energy (alpha / beta) = 0.000 / -0.223 hartree
lowest unoccupied orbital energy (alpha / beta) = 2.65 / 2.63 eV
energy = -33255.93835 eV
expectation value of S² = 0.751
multiplicity = 2
HOMO-LUMO gap (alpha / beta) = 2.66 / 8.69 eV

---

Record 4
A 2-piece molecular cluster, C4H15N2OS overall at a distorted geometry, computed with ωB97M-V with the def2-TZVPD basis set.

Each atom is followed by the atoms it is bonded to, with distances in Å.
Atoms and positions in Å:
1 N -2.0322 -1.0093 -0.1455  H8 1.016, H14 0.981, C15 1.530
2 H -0.3189 -1.3531 -1.4325  C15 1.108
3 O -1.7930 -0.7591 2.9887  H9 0.933, H22 0.989
4 C 0.1525 0.1266 0.2151  N10 1.399, C15 1.660, H16 1.027, C20 1.643
5 H 1.8820 1.5756 0.2333  C20 1.108
6 C 2.2725 0.1713 -1.4305  H13 1.041, S17 1.807, H19 1.195, C20 1.577
7 H -1.1523 0.2583 -1.6824  C15 1.092
8 H -1.9038 -1.9859 0.1029  N1 1.016
9 H -2.6425 -0.6143 3.3455  O3 0.933
10 N -0.5768 0.8279 1.1810  C4 1.399, H18 1.197, H21 1.010, H23 1.084
11 H 4.1437 0.5770 -3.1283  S17 1.433
12 H 0.5159 1.6024 -1.1466  C20 1.146
13 H 3.0666 -0.1718 -0.8519  C6 1.041
14 H -2.9088 -0.7450 -0.4976  N1 0.981
15 C -0.8411 -0.4984 -0.9594  N1 1.530, H2 1.108, C4 1.660, H7 1.092
16 H 0.5621 -0.6747 0.7096  C4 1.027
17 S 2.7876 1.0039 -2.9493  C6 1.807, H11 1.433
18 H -1.4780 0.1018 1.4854  N10 1.197
19 H 1.6002 -0.6626 -1.9613  C6 1.195
20 C 1.2994 1.0315 -0.5357  C4 1.643, H5 1.108, C6 1.577, H12 1.146
21 H -1.0803 1.6367 0.8459  N10 1.010
22 H -1.4816 -1.5384 3.5120  O3 0.989
23 H -0.0733 1.0996 2.1014  N10 1.084

energy above the lowest of the compared OMol25 structures with the same formula, charge and spin = 2.053 eV
strongest force on any atom = 5.6 eV/Å
net charge = +1
HOMO energy = -0.429 hartree
lowest unoccupied orbital energy = -3.08 eV
energy = -20246.30274 eV
multiplicity = 1
HOMO-LUMO gap = 8.58 eV

---

Record 5
One molecule with the formula C3H8N4 at a distorted geometry, computed with ωB97M-V with the def2-TZVPD basis set.

Each atom is followed by the atoms it is bonded to, with distances in Å.
Atoms and positions in Å:
1 H 0.2966 -1.3000 1.0814  N9 1.170
2 H 3.0603 -0.0736 -0.6213  N13 1.010
3 H -2.7349 -0.3829 -0.2460  C12 1.092
4 N -0.0836 -0.1071 0.1289  C6 1.396, C7 1.313
5 H 1.7566 -2.3645 0.5848  N9 1.016
6 C -0.9571 0.7877 -0.4919  N4 1.396, C12 1.503, N15 1.272
7 C 1.2093 -0.2070 -0.0737  N4 1.313, N9 1.708, N13 1.253
8 H 2.0226 -1.2657 1.8239  N9 1.016
9 N 1.4482 -1.4987 1.0186  H1 1.170, H5 1.016, C7 1.708, H8 1.016
10 H 0.3432 1.6759 -1.5693  N15 1.020
11 H -3.0103 1.3500 -0.5447  C12 1.087
12 C -2.3796 0.6277 -0.0333  H3 1.092, C6 1.503, H11 1.087, H14 1.092
13 N 2.1329 0.3074 -0.7454  H2 1.010, C7 1.253
14 H -2.4499 0.7820 1.0457  C12 1.092
15 N -0.6543 1.6688 -1.3577  C6 1.272, H10 1.020

energy above the lowest of the compared OMol25 structures with the same formula, charge and spin = 2.379 eV
strongest force on any atom = 1.9 eV/Å
HOMO energy = -0.315 hartree
lowest unoccupied orbital energy = 0.28 eV
energy = -9199.25487 eV
multiplicity = 1
HOMO-LUMO gap = 8.85 eV

---

Record 6
A 29-piece molecular cluster, H58O29 overall at a distorted geometry, computed with ωB97M-V with the def2-TZVPD basis set.

Each atom is followed by the atoms it is bonded to, with distances in Å.
Atoms and positions in Å:
1 H -1.8109 -1.4698 20.1914  O38 0.957
2 H 2.1132 -3.0855 24.4731  O29 0.957
3 O 0.8727 -3.4531 26.9493  H32 0.957, H41 0.957
4 H 1.4074 -1.7474 24.5286  O29 0.957
5 H -3.0655 -4.6941 28.2067  O13 0.957
6 O -3.4175 -4.1678 32.1483  H54 0.957, H86 0.957
7 H -4.6423 0.8580 26.7792  O35 0.957
8 H -2.2447 -0.5377 30.1452  O72 0.957
9 H -5.3058 -4.8725 22.5496  O18 0.957
10 H -3.2022 -6.5562 26.3387  O34 0.957
11 O -6.2420 -6.6232 27.8889  H46 0.957, H62 0.957
12 O -2.5358 -3.2162 26.5178  H31 0.957, H73 0.957
13 O -3.0545 -5.0977 29.0746  H5 0.957, H37 0.957
14 O 0.3406 1.4810 27.1439  H33 0.957, H59 0.957
15 H -6.9945 -1.2944 24.8451  O22 0.957
16 H -0.7495 -5.7182 24.8026  O49 0.957
17 O -0.3532 1.8110 29.9808  H47 0.957, H71 0.957
18 O -5.1124 -5.7680 22.2725  H9 0.957, H50 0.957
19 H -0.4930 -0.9809 25.2776  O57 0.957
20 O -5.6338 -3.2321 22.8192  H40 0.957, H60 0.957
21 O -2.8656 -3.1260 23.2448  H67 0.957, H70 0.957
22 O -6.8685 -2.2433 24.8408  H15 0.957, H83 0.957
23 H -4.2536 -2.7886 27.0412  O28 0.957
24 H -5.6576 -2.2553 31.0296  O79 0.957
25 O -4.1810 -0.4420 23.9936  H42 0.957, H51 0.957
26 H 0.7482 -0.7983 30.2707  O53 0.957
27 O -2.7148 -5.7316 24.1828  H52 0.957, H78 0.957
28 O -5.1388 -3.0391 27.3055  H23 0.957, H65 0.957
29 O 1.5416 -2.5096 23.9653  H2 0.957, H4 0.957
30 H -3.4070 -6.3625 27.8261  O34 0.957
31 H -2.1827 -2.4853 27.0252  O12 0.957
32 H 0.3853 -4.0699 26.4032  O3 0.957
33 H 1.0487 1.3535 27.7753  O14 0.957
34 O -3.5100 -7.0063 27.1253  H10 0.957, H30 0.957
35 O -3.9556 0.4720 27.3229  H7 0.957, H84 0.957
36 H -1.4896 -6.1104 21.9039  O87 0.957
37 H -2.1472 -5.0123 29.3675  O13 0.957
38 O -2.2732 -1.9366 20.8876  H1 0.957, H64 0.957
39 H 0.4492 -4.5940 29.6833  O69 0.957
40 H -5.9445 -2.6481 22.1273  O20 0.957
41 H 1.7816 -3.5461 26.6639  O3 0.957
42 H -4.7705 0.0605 24.5560  O25 0.957
43 O -7.3930 -4.2988 28.9201  H44 0.957, H48 0.957
44 H -7.4036 -5.2559 28.9080  O43 0.957
45 H 0.5558 -3.0603 21.9257  O75 0.957
46 H -6.8978 -7.2993 27.7187  O11 0.957
47 H -0.1698 1.6668 30.9091  O17 0.957
48 H -6.8367 -4.0556 28.1801  O43 0.957
49 O 0.0688 -5.5181 25.2571  H16 0.957, H82 0.957
50 H -5.9143 -6.0644 21.8419  O18 0.957
51 H -3.7076 -1.0168 24.5950  O25 0.957
52 H -3.4504 -6.1021 23.6952  O27 0.957
53 O 0.7604 -0.9210 31.2199  H26 0.957, H80 0.957
54 H -4.3334 -3.9003 32.2247  O6 0.957
55 H -0.7339 -4.9417 21.3079  O87 0.957
56 O 0.3846 -1.0762 28.4173  H63 0.957, H66 0.957
57 O -1.3947 -1.1831 25.0278  H19 0.957, H81 0.957
58 H -2.9044 -0.7759 28.8036  O72 0.957
59 H -0.2195 2.1470 27.5427  O14 0.957
60 H -5.9931 -2.8615 23.6253  O20 0.957
61 H 0.8488 0.3818 26.0794  O74 0.957
62 H -5.4783 -6.8962 27.3804  O11 0.957
63 H 0.4403 -1.7994 27.7928  O56 0.957
64 H -2.9747 -2.4066 20.4367  O38 0.957
65 H -5.6806 -2.8498 26.5394  O28 0.957
66 H -0.5525 -0.9752 28.5845  O56 0.957
67 H -2.7497 -2.6479 22.4236  O21 0.957
68 H -0.6669 -3.6706 29.2432  O69 0.957
69 O -0.4828 -4.4180 29.8122  H39 0.957, H68 0.957
70 H -3.7996 -3.0471 23.4387  O21 0.957
71 H -0.9504 1.1023 29.7412  O17 0.957
72 O -2.0813 -0.4944 29.2031  H8 0.957, H58 0.957
73 H -2.1953 -3.0811 25.6335  O12 0.957
74 O 1.1911 -0.1784 25.3828  H61 0.957, H85 0.957
75 O 0.4428 -3.7433 21.2646  H45 0.957, H77 0.957
76 H -5.4104 -2.4525 29.5491  O79 0.957
77 H -0.0997 -3.3361 20.5892  O75 0.957
78 H -2.7424 -4.7956 23.9843  O27 0.957
79 O -5.3066 -1.8150 30.2556  H24 0.957, H76 0.957
80 H 1.6612 -1.1780 31.4171  O53 0.957
81 H -1.3623 -1.2887 24.0770  O57 0.957
82 H 0.7390 -5.9915 24.7642  O49 0.957
83 H -7.7538 -2.6032 24.8938  O22 0.957
84 H -3.1497 0.8970 27.0292  O35 0.957
85 H 1.7632 0.3951 24.8729  O74 0.957
86 H -3.0700 -3.6327 31.4348  O6 0.957
87 O -1.3704 -5.6223 21.0892  H36 0.957, H55 0.957

energy above the lowest of the compared OMol25 structures with the same formula, charge and spin = 3.406 eV
strongest force on any atom = 1.3 eV/Å
HOMO energy = -0.378 hartree
lowest unoccupied orbital energy = -0.69 eV
energy = -60321.94907 eV
multiplicity = 1
HOMO-LUMO gap = 9.58 eV

---

Record 7
One molecule with the formula CH5N3O2 at a distorted geometry, computed with ωB97M-V with the def2-TZVPD basis set.

Each atom is followed by the atoms it is bonded to, with distances in Å.
Atoms and positions in Å:
1 N 0.1550 -0.0976 0.1552  N2 1.412, N7 1.587, C11 1.474
2 N -0.4308 -1.1382 0.9094  N1 1.412, O8 1.172, O10 1.203
3 H 0.7979 0.8842 -1.4569  C11 1.070
4 H -0.3331 -0.4158 -1.9370  C11 1.125
5 H -0.9623 1.8464 0.2546  N7 1.048
6 H -0.0144 1.4222 1.6540  N7 1.075
7 N -0.0642 1.4154 0.5800  N1 1.587, H5 1.048, H6 1.075
8 O -1.0190 -0.8464 1.8806  N2 1.172
9 H 1.4190 -0.6974 -1.3467  C11 1.057
10 O -0.0758 -2.2389 0.5770  N2 1.203
11 C 0.5276 -0.1339 -1.2702  N1 1.474, H3 1.070, H4 1.125, H9 1.057

energy above the lowest of the compared OMol25 structures with the same formula, charge and spin = 2.491 eV
strongest force on any atom = 7.9 eV/Å
HOMO energy (alpha / beta) = -0.205 / -0.347 hartree
lowest unoccupied orbital energy (alpha / beta) = 0.47 / -3.38 eV
energy = -9673.53310 eV
expectation value of S² = 2.009
multiplicity = 3
HOMO-LUMO gap (alpha / beta) = 6.04 / 6.05 eV